C26H58BIN4O10P | ωB97M-V/def2-TZVPD

E_tot (eV): -72386.13854
Total charge: +1

Cartesian coordinates (Å):
C1 -1.6441 -9.0460 -6.0098
C2 -0.4970 -7.9513 -5.4776
C3 -0.8725 -7.5801 -3.9255
C4 0.3537 -7.7542 -2.8512
C5 0.0284 -6.8122 -1.5060
N1 0.9861 -5.7032 -1.4222
I1 1.0652 -4.5436 -3.1915
C6 1.8316 -5.2335 -0.4911
N2 2.7430 -4.0446 -0.7663
C7 3.4697 -3.9087 0.5585
C8 4.5938 -2.7268 0.8826
C9 3.7719 -1.4466 1.5703
C10 2.2615 -1.3070 0.9156
C11 1.5800 0.1762 1.1133
O1 0.7989 0.5072 -0.1189
C12 -0.2197 -0.5247 -0.3871
N3 2.9432 -4.9972 1.4716
P1 3.3988 -5.3083 3.2020
C13 4.6643 -6.7347 3.3447
O2 4.2533 -3.9049 3.8623
N4 1.9571 -5.8003 0.8530
B1 1.4164 -6.8387 1.7551
O3 0.1394 -6.5694 2.4977
O4 2.0882 -8.1421 1.9618
C14 1.5857 -8.7381 3.2120
H1 -1.5444 -10.0608 -5.3881
H2 -1.5500 -9.2721 -7.1592
H3 -2.7043 -8.6006 -5.7597
H4 -0.5986 -7.0083 -6.1701
H5 0.5417 -8.4878 -5.5299
H6 -1.7133 -8.3594 -3.5922
H7 -1.3863 -6.5294 -3.9042
H8 0.3227 -8.8956 -2.5018
H9 1.4268 -7.5837 -3.2816
H10 -0.1047 -7.5587 -0.6378
H11 -1.0535 -6.3594 -1.7332
H12 5.4162 -3.0832 1.6423
H13 5.1635 -2.4055 -0.1034
H14 4.3152 -0.4194 1.3539
H15 3.6232 -1.6008 2.7436
H16 2.4103 -1.4604 -0.2577
H17 1.5108 -2.0858 1.3848
H18 2.3519 1.0257 1.3997
H19 0.7710 0.1539 1.9872
H20 -1.1806 -0.1244 -0.9330
H21 0.2810 -1.3047 -1.1386
H22 -0.5363 -1.1502 0.5552
H23 4.1755 -7.5504 4.0667
H24 4.9102 -7.2716 2.3316
H25 5.6831 -6.4268 3.8629
H26 4.6313 -4.1502 4.7774
H27 -0.0504 -5.5859 2.3096
H28 0.4953 -9.1201 3.0015
H29 1.6684 -8.0141 4.1353
H30 2.2784 -9.6643 3.4482
C15 -0.5484 3.2044 5.8974
O5 -1.2655 3.9286 4.9129
C16 -0.9393 5.3163 4.8664
C17 -0.6917 5.7845 3.4261
O6 0.4793 5.2591 2.7918
C18 0.5062 3.8514 2.5287
C19 -0.5086 3.3434 1.4978
O7 -1.8452 3.4619 1.9684
C20 -2.7351 4.0476 1.0322
H31 -1.0780 3.2438 6.8494
H32 -0.4815 2.1632 5.5706
H33 0.4783 3.5782 6.0178
H34 -0.0650 5.5517 5.4839
H35 -1.7994 5.8602 5.2710
H36 -0.5439 6.8702 3.4563
H37 -1.5684 5.6274 2.8005
H38 0.4474 3.2866 3.4571
H39 1.5073 3.6498 2.1289
H40 -0.3236 2.2796 1.3116
H41 -0.3624 3.8788 0.5481
H42 -2.2529 4.8187 0.4238
H43 -3.5462 4.5241 1.5917
H44 -3.1578 3.2693 0.3915
C21 -1.8125 7.9243 -0.1519
O8 -2.8167 7.8727 -1.1504
C22 -3.4919 9.1125 -1.3534
C23 -3.5983 9.4534 -2.8459
O9 -2.3652 9.7607 -3.5052
C24 -1.4085 8.7024 -3.6319
C25 -1.8181 7.5343 -4.5365
O10 -2.9032 6.7963 -3.9890
C26 -3.9456 6.5336 -4.9142
H45 -2.2474 7.7166 0.8259
H46 -1.0680 7.1568 -0.3801
H47 -1.2933 8.8930 -0.1391
H48 -3.0014 9.9368 -0.8231
H49 -4.5015 8.9968 -0.9453
H50 -4.2079 10.3604 -2.9312
H51 -4.1424 8.6846 -3.3916
H52 -1.0901 8.3539 -2.6513
H53 -0.5203 9.1658 -4.0781
H54 -0.9719 6.8446 -4.6311
H55 -2.0513 7.9161 -5.5415
H56 -4.0879 7.3523 -5.6261
H57 -4.8758 6.4185 -4.3491
H58 -3.7377 5.6015 -5.4459

=====

C26H52O10S | ωB97M-V/def2-TZVPD

ΔE to the lowest compared entry with this formula, charge and spin (kcal/mol): 46.40
E_tot (eV): -59109.16925
SMILES string: O=S1(=O)OCCO1.C1CCOC1.C1CCOC1.C1CCOC1.C1CCOC1.C1CCOC1.C1CCOC1

Cartesian coordinates (Å):
O1 1.9633 1.4696 0.5925
S1 0.5492 1.1843 0.9392
O2 -0.1590 2.0310 1.9556
O3 -0.4041 1.1621 -0.4459
C1 -0.8898 -0.1382 -0.7283
C2 -0.9056 -0.8931 0.5750
O4 0.2686 -0.4510 1.1583
H1 -1.8362 -0.0509 -1.2621
H2 -0.1231 -0.5881 -1.3590
H3 -0.7959 -1.9709 0.4549
H4 -1.6393 -0.6084 1.3292
C3 0.6456 5.8373 -0.9886
C4 -0.5329 4.8789 -1.2826
C5 -0.2206 4.2859 -2.6884
O5 0.6129 5.2126 -3.3064
C6 0.9039 6.2668 -2.4496
H5 1.5123 5.3534 -0.5384
H6 0.3460 6.6684 -0.3501
H7 -1.4320 5.4847 -1.3953
H8 -0.6328 4.0416 -0.5920
H9 -1.0770 4.1132 -3.3401
H10 0.3781 3.3850 -2.5536
H11 0.2423 7.0828 -2.7404
H12 1.8844 6.6639 -2.7123
C7 -0.4908 -4.4288 -1.7437
C8 0.9164 -3.9231 -1.6742
C9 1.0619 -2.9672 -2.7839
O6 -0.2700 -2.3439 -2.8325
C10 -1.3024 -3.3356 -2.4041
H13 -0.9631 -4.5353 -0.7672
H14 -0.4820 -5.3134 -2.3805
H15 1.6796 -4.6882 -1.5315
H16 0.9470 -3.3746 -0.7328
H17 1.4258 -3.3558 -3.7350
H18 1.8181 -2.2398 -2.4884
H19 -1.8993 -3.6637 -3.2552
H20 -1.9767 -2.8279 -1.7144
C11 2.5714 -2.3385 5.6239
C12 1.8392 -1.1262 5.1142
C13 0.9460 -1.7002 4.0065
O7 0.6587 -3.0040 4.5028
C14 1.8580 -3.5338 5.0307
H21 2.5912 -2.4988 6.7019
H22 3.6361 -2.3106 5.3923
H23 2.5605 -0.3503 4.8576
H24 1.1534 -0.7918 5.8925
H25 1.4430 -1.8490 3.0479
H26 0.0248 -1.1423 3.8384
H27 2.4618 -3.9010 4.2009
H28 1.7383 -4.3971 5.6854
C15 5.1847 0.5640 1.8302
C16 6.1528 -0.3564 2.4629
C17 5.6794 -0.4297 3.9178
O8 4.9627 0.7550 4.2096
C18 4.2926 1.0667 2.9525
H29 4.7407 0.2243 0.8945
H30 5.6535 1.5145 1.5755
H31 7.1805 0.0009 2.5285
H32 6.2657 -1.3091 1.9456
H33 6.5878 -0.4436 4.5199
H34 5.0457 -1.2927 4.1221
H35 4.0478 2.1128 2.7687
H36 3.3589 0.5044 2.9386
C19 -3.9789 0.5764 2.6625
C20 -5.0477 -0.1754 1.9244
C21 -4.7941 0.0643 0.4981
O9 -3.9561 1.2437 0.4890
C22 -3.7555 1.7546 1.7673
H37 -3.0501 0.0081 2.7112
H38 -4.3572 0.8764 3.6398
H39 -5.9888 0.2868 2.2225
H40 -5.1333 -1.2186 2.2287
H41 -5.7655 0.2216 0.0292
H42 -4.2667 -0.7833 0.0604
H43 -4.4215 2.6136 1.8490
H44 -2.7144 2.0499 1.8975
C23 -2.5438 -0.6750 -6.5811
C24 -1.7357 -0.9188 -5.3151
C25 -2.2620 0.2045 -4.4077
O10 -3.4122 0.7738 -5.0682
C26 -3.8319 -0.1001 -6.1059
H45 -2.7985 -1.5977 -7.1025
H46 -2.1154 0.0403 -7.2832
H47 -0.6539 -0.9415 -5.4460
H48 -2.1383 -1.8973 -5.0533
H49 -1.4941 0.9560 -4.2238
H50 -2.6040 -0.3042 -3.5063
H51 -4.4070 0.4343 -6.8621
H52 -4.5312 -0.8837 -5.8141

=====

C3H4N4O | ωB97M-V/def2-TZVPD

ΔE to the lowest compared entry with this formula, charge and spin (kcal/mol): 81.15
E_tot (eV): -11180.45013
SMILES string: [H]/N=C1/N=CC(=O)N1N

Cartesian coordinates (Å):
H1 2.2074 1.0608 -0.3532
N1 2.2098 -0.0211 0.0295
C1 0.9398 -0.3564 -0.0878
N2 0.7588 -1.7874 0.1522
C2 -0.5660 -1.8839 -0.0196
C3 -1.3691 -0.5898 -0.1058
O1 -2.4996 -0.2393 0.0639
N3 -0.2982 0.3951 -0.1924
N4 -0.4800 1.8103 0.1665
H2 -0.8925 -2.8842 0.1500
H3 -0.3716 2.2723 -0.7132
H4 0.3612 2.2236 0.9100

=====

C7H8N2S | ωB97M-V/def2-TZVPD

ΔE to the lowest compared entry with this formula, charge and spin (kcal/mol): 25.83
E_tot (eV): -21203.02103
SMILES string: Nc1ccccc1NC=S

Cartesian coordinates (Å):
N1 0.4968 1.8460 1.1613
C1 -0.1974 0.8807 0.3395
C2 -1.3988 1.1577 -0.2266
C3 -2.2364 0.1854 -0.8353
C4 -1.7563 -1.0374 -0.8609
C5 -0.5250 -1.3539 -0.3813
C6 0.2340 -0.4161 0.2161
N2 1.5646 -0.6076 0.7572
C7 2.6423 -0.9771 0.0739
S1 2.6313 -0.8075 -1.5463
H1 -0.2605 2.5653 1.4530
H2 1.2219 2.3127 0.6813
H3 -1.7740 2.1862 -0.3091
H4 -3.2339 0.3884 -1.0371
H5 -2.2505 -1.9472 -1.3050
H6 -0.2913 -2.3944 -0.4859
H7 1.6860 -0.5471 1.7799
H8 3.4471 -1.4340 0.5253

=====

C10H16 | ωB97M-V/def2-TZVPD

ΔE to the lowest compared entry with this formula, charge and spin (kcal/mol): 74.37
E_tot (eV): -10626.51845
SMILES string: C#CC1C(C)(C)CC1(C)C

Cartesian coordinates (Å):
C1 -0.0345 -3.2151 -0.3881
C2 0.2228 -2.0449 -0.4102
C3 0.3898 -0.6064 -0.6116
C4 -0.9030 0.3224 -0.6420
C5 -1.3615 0.9678 -1.9636
C6 -2.1017 -0.2604 0.1594
C7 -0.1565 1.2183 0.2696
C8 1.0122 0.2729 0.4894
C9 2.3951 0.9770 0.3460
C10 0.9512 -0.4579 1.9027
H1 -0.3845 -4.2204 -0.3903
H2 0.9721 -0.3783 -1.5827
H3 -0.4846 1.0835 -2.6245
H4 -2.0081 0.3198 -2.5041
H5 -1.9207 1.9187 -1.6937
H6 -2.8822 0.4938 0.1138
H7 -2.3908 -1.1812 -0.2855
H8 -1.8616 -0.4047 1.2070
H9 0.0543 2.1458 -0.2450
H10 -0.7577 1.4873 1.1900
H11 2.6160 1.5976 -0.5453
H12 3.2446 0.2959 0.3244
H13 2.5261 1.6999 1.1411
H14 0.1311 -1.1871 2.0460
H15 0.9020 0.1575 2.7194
H16 1.8299 -1.0015 1.9776

=====

C13H18N2O | ωB97M-V/def2-TZVPD

ΔE to the lowest compared entry with this formula, charge and spin (kcal/mol): 24.08
E_tot (eV): -18800.58197
SMILES string: COc1cccc(NC2=NCCCCC2)c1

Cartesian coordinates (Å):
C1 3.2143 1.7848 -0.0856
O1 3.4661 0.8388 0.9234
C2 2.5217 -0.1092 1.1832
C3 2.8354 -1.0185 2.1938
C4 1.9483 -2.0286 2.5046
C5 0.7379 -2.1339 1.8452
C6 0.4022 -1.2146 0.8527
N1 -0.8166 -1.3593 0.2030
C7 -1.6386 -0.4401 -0.3982
N2 -2.5310 -0.9249 -1.1641
C8 -3.4983 -0.0798 -1.8086
C9 -2.8939 0.9359 -2.7876
C10 -2.3350 2.1876 -2.1144
C11 -1.1405 1.9099 -1.2045
C12 -1.5017 1.0140 -0.0154
C13 1.3140 -0.2163 0.5073
H1 4.0842 2.4397 -0.0993
H2 2.3197 2.3782 0.1311
H3 3.1063 1.3099 -1.0664
H4 3.7797 -0.9193 2.7034
H5 2.2000 -2.7410 3.2757
H6 0.0444 -2.9229 2.0945
H7 -1.1555 -2.3067 0.1037
H8 -4.1574 -0.7562 -2.3619
H9 -4.1108 0.4542 -1.0672
H10 -2.1053 0.4387 -3.3569
H11 -3.6734 1.2400 -3.4900
H12 -2.0280 2.8954 -2.8892
H13 -3.1269 2.6642 -1.5299
H14 -0.3458 1.4441 -1.7935
H15 -0.7617 2.8635 -0.8263
H16 -0.7710 1.1190 0.7863
H17 -2.4726 1.3336 0.3786
H18 1.0818 0.4462 -0.3083

=====

> E_tot of number 1 (C26H58BIN4O10P)?

-72386.13854 eV